Formula: C44H24BrF7N5O3SeSn
Source: OMol25
Level of theory: wB97M-V/def2-TZVPD

Structure (XYZ):
```
86
Properties=species:S:1:pos:R:3
Sn 1.31958 -0.10748 -1.73586
C -5.93574 0.78854 10.69027
O -5.50033 -0.39967 10.05035
C -4.79501 -0.24583 8.90298
C -4.41256 -1.41717 8.24772
C -3.68452 -1.35256 7.08046
C -3.31755 -0.11781 6.53101
C -3.71121 1.03626 7.19007
C -4.44633 0.98550 8.37141
C -2.53216 -0.09083 5.28481
N -2.14625 -1.14763 4.61350
C -1.44276 -0.66004 3.53379
C -1.40222 0.70561 3.55302
N -2.10481 1.06263 4.68078
C -0.73234 1.49333 2.56564
C -0.66188 2.89380 2.55655
C 0.02491 3.52982 1.55584
C 0.64959 2.75347 0.57299
N 0.59454 1.43566 0.57028
C -0.08941 0.79195 1.53089
C -0.13874 -0.67445 1.47296
N 0.46133 -1.30721 0.43537
C 0.42382 -2.62631 0.37828
C -0.21060 -3.41286 1.34432
C -0.83441 -2.79329 2.39515
C -0.80940 -1.39647 2.47578
H -6.50982 0.47683 11.55692
H -6.57272 1.38574 10.03281
H -5.08948 1.39624 11.02037
H -4.70659 -2.36658 8.68142
H -3.38212 -2.25448 6.56397
H -3.45478 2.01420 6.79449
H -4.73844 1.90807 8.85737
H -2.27186 1.99594 5.00587
H -1.15707 3.46892 3.33233
H 0.08751 4.60935 1.50893
H 1.19621 3.22599 -0.23987
H 0.92284 -3.07910 -0.47440
H -0.21608 -4.49093 1.24255
H -1.35037 -3.35346 3.16655
F 4.72352 -0.46806 2.73126
C 4.66577 -0.39427 1.38750
C 3.43942 -0.38385 0.75867
C 3.35202 -0.31023 -0.62944
C 4.55109 -0.24519 -1.37692
C 5.75549 -0.25520 -0.68185
F 6.94088 -0.17691 -1.33424
C 5.84882 -0.32951 0.69087
C 4.46722 -0.14909 -2.86640
C 5.53904 -0.23276 -3.75789
C 5.29378 -0.14895 -5.12081
C 3.99991 0.02318 -5.58527
C 2.99204 0.10168 -4.64254
N 3.22903 0.01451 -3.33727
H 2.55181 -0.43811 1.37581
H 6.81196 -0.33584 1.18221
H 6.54871 -0.36198 -3.40553
H 6.12296 -0.21562 -5.81646
H 3.77558 0.10249 -6.64099
H 1.95628 0.26039 -4.92781
F -1.99696 5.87643 -8.01849
C -1.45421 5.28977 -6.94181
C -0.18458 4.76153 -6.99677
F 0.50555 4.84144 -8.14504
C 0.36419 4.15644 -5.88382
F 1.59865 3.66073 -6.02540
C -0.30591 4.05207 -4.66139
Se 0.46466 3.25885 -3.13770
C -1.59597 4.58975 -4.66026
F -2.34711 4.54749 -3.55681
C -2.15949 5.19862 -5.76343
F -3.39891 5.70897 -5.70596
Br -0.29177 -6.21357 -8.06812
C -0.12168 -5.11350 -6.52328
C -1.16689 -5.06174 -5.61499
C -1.03665 -4.25449 -4.49208
C 0.12756 -3.52667 -4.27467
C 1.16219 -3.59983 -5.19924
C 1.04219 -4.38914 -6.33662
C 0.24673 -2.63076 -3.05461
O -0.78184 -2.35278 -2.42213
O 1.44845 -2.25000 -2.77988
H -2.06986 -5.63239 -5.79032
H -1.83914 -4.16459 -3.77016
H 2.06546 -3.03218 -5.00907
H 1.83719 -4.44080 -7.06848
```

Values from the calculation:
E_tot: -219857.233 eV
LUMO: 1.575 eV
Kohn-Sham gap: 5.3 eV
Net charge: -1